{"formula": "C34H92NO14S12", "method": "the ωB97M-V functional and the def2-TZVPD basis", "spin_multiplicity": 1, "charge": -1, "gap_ev": 2.47, "e_lumo_ev": 1.153, "e_homo_ev": -1.31, "e_tot_ha": -7236.3610, "species": ["C", "C", "C", "C", "C", "C", "C", "N", "C", "C", "C", "O", "O", "H", "H", "H", "H", "H", "H", "H", "H", "H", "H", "H", "H", "H", "H", "H", "H", "H", "H", "H", "H", "C", "S", "O", "C", "H", "H", "H", "H", "H", "H", "C", "S", "O", "C", "H", "H", "H", "H", "H", "H", "C", "S", "O", "C", "H", "H", "H", "H", "H", "H", "C", "S", "O", "C", "H", "H", "H", "H", "H", "H", "C", "S", "O", "C", "H", "H", "H", "H", "H", "H", "C", "S", "O", "C", "H", "H", "H", "H", "H", "H", "C", "S", "O", "C", "H", "H", "H", "H", "H", "H", "C", "S", "O", "C", "H", "H", "H", "H", "H", "H", "C", "S", "O", "C", "H", "H", "H", "H", "H", "H", "C", "S", "O", "C", "H", "H", "H", "H", "H", "H", "C", "S", "O", "C", "H", "H", "H", "H", "H", "H", "C", "S", "O", "C", "H", "H", "H", "H", "H", "H"], "positions_angstrom": [[-3.20497, 4.20966, 0.32378], [-1.59648, 3.88365, 0.26190], [-1.42023, 2.36635, 0.94395], [-1.71733, 1.30481, -0.28288], [-1.63514, -0.27511, 0.14590], [-2.31974, -1.31126, -0.92341], [-2.52110, -0.71936, -2.43874], [-1.25186, -0.22893, -3.10838], [-1.58946, 0.33867, -4.48635], [-1.40745, 1.96401, -4.60909], [0.17547, 2.41780, -4.31637], [1.12225, 2.41190, -5.29572], [0.64744, 2.82606, -2.95228], [-3.46222, 4.89873, 1.23471], [-3.53997, 4.79314, -0.65800], [-3.81642, 3.19190, 0.35191], [-1.26548, 3.73045, -0.87455], [-0.90890, 4.68920, 0.75956], [-2.22002, 2.21460, 1.80461], [-0.30185, 2.26691, 1.34330], [-0.84109, 1.47777, -1.07509], [-2.70555, 1.62064, -0.82600], [-2.02307, -0.47018, 1.25788], [-0.47407, -0.54804, 0.18527], [-1.71829, -2.33938, -0.99939], [-3.41562, -1.54005, -0.50912], [-2.90437, -1.63457, -3.10250], [-3.38375, 0.07057, -2.40183], [-2.74011, 0.10065, -4.67788], [-0.90152, -0.26767, -5.25062], [-1.76903, 2.39011, -5.66411], [-2.09906, 2.52423, -3.81365], [1.05792, 2.01408, -2.51344], [2.02712, 6.54162, 2.06821], [1.57108, 4.88500, 2.63415], [0.07637, 4.84517, 2.75482], [2.24671, 5.06812, 4.30231], [1.66700, 6.67086, 1.04483], [1.56800, 7.29598, 2.71149], [3.11448, 6.64629, 2.08386], [1.77385, 5.91403, 4.80637], [3.32672, 5.22138, 4.24397], [2.04199, 4.15242, 4.86245], [1.53374, -4.21855, -1.75370], [0.61840, -3.14144, -2.88269], [-0.67252, -3.82940, -3.21513], [1.73146, -3.36337, -4.29145], [0.99593, -4.26387, -0.80374], [1.60948, -5.22371, -2.17509], [2.53118, -3.80636, -1.58417], [1.79473, -4.42162, -4.55480], [2.72222, -2.97936, -4.03796], [1.33339, -2.80220, -5.14045], [-7.79999, -2.62001, -0.66233], [-6.88300, -1.68211, -1.90817], [-5.42906, -2.01120, -1.74069], [-7.16305, -0.05920, -1.15951], [-7.73067, -3.68270, -0.90641], [-7.37011, -2.44706, 0.32709], [-8.84892, -2.31482, -0.67452], [-6.77275, -0.04575, -0.13935], [-8.23297, 0.16124, -1.15542], [-6.64193, 0.69331, -1.75645], [-1.29882, -9.30449, -4.03880], [-0.38182, -8.36660, -5.28464], [1.07211, -8.69568, -5.11716], [-0.66187, -6.74369, -4.53598], [-1.22949, -10.36718, -4.28288], [-0.86893, -9.13154, -3.04938], [-2.34774, -8.99930, -4.05099], [-0.27158, -6.73023, -3.51582], [-1.73179, -6.52325, -4.53189], [-0.14075, -5.99117, -5.13292], [5.70287, 4.41173, -6.12291], [4.65609, 3.69143, -4.83526], [5.52188, 3.44597, -3.63507], [4.41229, 2.10205, -5.66423], [6.01310, 5.40880, -5.80148], [6.58758, 3.78948, -6.27696], [5.13452, 4.49299, -7.05238], [5.37725, 1.62369, -5.84667], [3.88656, 2.25977, -6.60871], [3.80749, 1.46196, -5.01719], [-10.15651, 3.67840, 0.20773], [-9.47757, 3.76594, -1.46679], [-9.47147, 2.37334, -2.02439], [-7.78557, 4.15588, -0.95900], [-11.21256, 3.40635, 0.14098], [-9.62370, 2.92143, 0.78804], [-10.06527, 4.65435, 0.69014], [-7.40047, 3.36921, -0.30626], [-7.77283, 5.11603, -0.43816], [-7.16107, 4.22224, -1.85330], [5.97431, 1.48161, 5.55521], [4.83234, 2.59302, 6.41153], [3.79427, 3.02549, 5.41872], [6.00740, 3.95577, 6.59829], [5.44034, 0.56300, 5.30077], [6.33937, 1.95345, 4.63991], [6.81229, 1.24112, 6.21362], [6.37020, 4.27353, 5.61816], [6.84411, 3.63343, 7.22225], [5.49640, 4.79106, 7.08341], [6.01064, -6.26856, 0.17188], [4.86866, -5.15715, 1.02820], [3.83059, -4.72468, 0.03539], [6.04373, -3.79440, 1.21496], [5.47666, -7.18717, -0.08255], [6.37569, -5.79672, -0.74341], [6.84861, -6.50905, 0.83029], [6.40652, -3.47664, 0.23483], [6.88044, -4.11674, 1.83893], [5.53272, -2.95911, 1.70008], [-7.51918, 5.38388, -6.27827], [-8.56596, 4.66358, -4.99061], [-7.70017, 4.41812, -3.79043], [-8.80975, 3.07420, -5.81959], [-7.20894, 6.38095, -5.95683], [-6.63446, 4.76163, -6.43232], [-8.08753, 5.46514, -7.20774], [-7.84480, 2.59584, -6.00203], [-9.33548, 3.23192, -6.76407], [-9.41455, 2.43411, -5.17254], [10.42966, -7.02030, 2.13430], [8.68336, -7.28700, 2.52410], [8.00313, -5.95059, 2.48425], [8.94592, -7.71201, 4.26283], [10.50886, -6.70456, 1.09135], [10.84227, -6.24191, 2.78046], [10.98099, -7.95344, 2.27151], [9.45072, -6.89059, 4.77634], [9.54617, -8.62227, 4.32953], [7.97286, -7.88657, 4.72852], [-5.38890, 3.36566, 5.85807], [-4.70996, 3.45321, 4.18355], [-4.70386, 2.06061, 3.62594], [-3.01796, 3.84315, 4.69134], [-6.44494, 3.09362, 5.79132], [-4.85608, 2.60869, 6.43837], [-5.29765, 4.34162, 6.34048], [-2.63286, 3.05647, 5.34408], [-3.00521, 4.80330, 5.21218], [-2.39346, 3.90951, 3.79704], [6.32554, -2.31829, 6.59096], [4.57924, -2.58499, 6.98076], [3.89901, -1.24859, 6.94091], [4.84180, -3.01000, 8.71949], [6.40474, -2.00256, 5.54802], [6.73815, -1.53990, 7.23713], [6.87687, -3.25143, 6.72818], [5.34660, -2.18858, 9.23300], [5.44205, -3.92026, 8.78620], [3.86874, -3.18456, 9.18518]]}